{"formula": "C28H56Cl12O4", "method": "ωB97M-V/def2-TZVPD", "lumo_energy_ev": 0.42, "orbital_gap_ev": 9.9, "homo_ev": -9.47, "multiplicity": 1, "total_energy_ha": -6923.6075, "elements": ["C", "C", "C", "O", "C", "H", "H", "H", "H", "H", "H", "H", "H", "C", "C", "C", "O", "C", "H", "H", "H", "H", "H", "H", "H", "H", "C", "C", "C", "O", "C", "H", "H", "H", "H", "H", "H", "H", "H", "C", "C", "C", "O", "C", "H", "H", "H", "H", "H", "H", "H", "H", "Cl", "C", "C", "Cl", "H", "H", "H", "H", "Cl", "C", "C", "Cl", "H", "H", "H", "H", "Cl", "C", "C", "Cl", "H", "H", "H", "H", "Cl", "C", "C", "Cl", "H", "H", "H", "H", "Cl", "C", "C", "Cl", "H", "H", "H", "H", "Cl", "C", "C", "Cl", "H", "H", "H", "H"], "xyz": [[13.3395, 8.6850, 12.5729], [14.5342, 9.5433, 12.8721], [13.8807, 10.6968, 13.4978], [12.6716, 10.9282, 12.8198], [12.1816, 9.6816, 12.3504], [13.1213, 7.9421, 13.3961], [13.3864, 8.0710, 11.6862], [15.1184, 9.6972, 12.0150], [15.1895, 9.1379, 13.5959], [14.3700, 11.6453, 13.3771], [13.6973, 10.5028, 14.6025], [12.0222, 9.7722, 11.2797], [11.2327, 9.4217, 12.7765], [6.8990, 12.0367, 17.1038], [7.4504, 12.5922, 15.8285], [6.4418, 12.2363, 14.6958], [5.3441, 11.7973, 15.3807], [5.8189, 11.1511, 16.5020], [6.4751, 12.8545, 17.8262], [7.7008, 11.4902, 17.6154], [8.3921, 12.2461, 15.5232], [7.7001, 13.6420, 15.8928], [6.9100, 11.3895, 14.0995], [6.2861, 13.0566, 13.9848], [6.2075, 10.1296, 16.3194], [4.9812, 11.0316, 17.1792], [10.2025, 19.6554, 10.1041], [9.6499, 20.9045, 9.3563], [10.9354, 21.5754, 8.6984], [12.0211, 20.7414, 9.1607], [11.6383, 20.0890, 10.3700], [10.2825, 18.7032, 9.5272], [9.6840, 19.5966, 11.0345], [9.1514, 21.5334, 10.0216], [8.9790, 20.6186, 8.5946], [11.0511, 22.6177, 9.0184], [10.9019, 21.5459, 7.6165], [11.8058, 20.7074, 11.2386], [12.3309, 19.2937, 10.3623], [10.8713, 11.5804, 5.1771], [9.7610, 12.5930, 5.5763], [10.0357, 12.8862, 7.0362], [11.4480, 12.7891, 7.1220], [11.9575, 11.7761, 6.2528], [11.3652, 11.6082, 4.1506], [10.5529, 10.5771, 5.2839], [8.7472, 12.2910, 5.4895], [10.0203, 13.5069, 5.0416], [9.6004, 12.1153, 7.7132], [9.8347, 13.8887, 7.3216], [12.0125, 10.8767, 6.8008], [12.9646, 11.9615, 5.8683], [7.2010, 21.0268, 13.9067], [7.4207, 19.3655, 13.8807], [6.7032, 18.6295, 15.0131], [7.6476, 18.9590, 16.5013], [8.5185, 19.3000, 14.0448], [7.2054, 18.9130, 12.8963], [6.6739, 17.5886, 14.7955], [5.6957, 19.0720, 15.1827], [12.1989, 16.3623, 5.5515], [13.3069, 15.7303, 6.8390], [13.5630, 16.7773, 7.8625], [12.3525, 16.9526, 9.2010], [14.1910, 15.4474, 6.3455], [12.8559, 14.8460, 7.2563], [13.7687, 17.6890, 7.2863], [14.4969, 16.4114, 8.3825], [11.6040, 16.0250, 15.0746], [12.5971, 17.4730, 15.3909], [14.0393, 17.1826, 14.9630], [14.1968, 16.8631, 13.2297], [12.5805, 17.7710, 16.4459], [12.2256, 18.3271, 14.7374], [14.4610, 16.3096, 15.4918], [14.5989, 18.0904, 15.1937], [13.3634, 14.1083, 11.0711], [12.6697, 12.8043, 10.0904], [13.7238, 11.8342, 9.6100], [14.9530, 12.6119, 8.6577], [12.1443, 13.1717, 9.2054], [12.0566, 12.2705, 10.7777], [13.2677, 11.0563, 8.9955], [14.2313, 11.3680, 10.4395], [6.8677, 9.9809, 7.9853], [6.1815, 10.9291, 9.3298], [6.8877, 10.4668, 10.5996], [8.6219, 11.0331, 10.6995], [5.1276, 10.6644, 9.2537], [6.3085, 11.9268, 9.1162], [6.9775, 9.3729, 10.5759], [6.5119, 10.9528, 11.5157], [7.4168, 16.9868, 10.8752], [9.1244, 16.7151, 11.3017], [9.3060, 15.2927, 11.7907], [8.4993, 15.1519, 13.4234], [9.3741, 17.4906, 12.0524], [9.7164, 16.9048, 10.4065], [10.3864, 15.1368, 11.9494], [8.9106, 14.5246, 11.1093]], "forces_ev_per_a": [[-1.6, -1.9, 0.7], [-0.3, -1.0, 0.5], [-0.6, 1.8, 1.4], [-0.9, -0.1, -0.1], [1.0, 0.0, -0.5], [0.2, 1.0, -0.6], [0.5, -0.2, -0.3], [0.6, 0.8, -1.4], [0.7, -0.9, 0.7], [0.8, 0.4, 0.4], [0.1, 0.2, -1.1], [-0.2, 0.1, -0.3], [-0.4, -0.2, 0.6], [-0.2, 0.8, 1.1], [0.2, 1.9, -1.2], [2.6, -0.1, -0.6], [-1.8, 0.0, -0.6], [-0.5, -1.1, 2.1], [0.7, -1.5, -1.4], [-0.5, 0.0, 0.2], [1.4, -1.2, 0.0], [-0.6, 0.6, 0.0], [-0.5, 0.6, 0.4], [-0.5, -0.1, 0.4], [0.0, 0.3, -0.4], [-0.3, -0.1, 0.1], [0.9, 0.9, -0.4], [2.3, -1.1, -1.2], [-0.6, -1.1, 1.4], [-0.3, 1.2, -0.5], [0.0, 0.3, -1.5], [-0.7, 0.9, 0.3], [-0.6, -0.7, 0.6], [-0.7, 1.2, 1.1], [-0.9, -0.3, -0.9], [0.1, -0.1, 0.1], [0.1, -0.1, -0.2], [-0.2, 0.5, 0.4], [0.6, -1.1, 0.7], [0.9, 0.2, -0.7], [1.6, 0.5, -0.3], [1.1, -1.8, -0.2], [1.6, 0.5, 0.3], [-1.0, 0.6, -0.3], [-1.2, 0.6, 1.1], [-0.7, -1.1, 0.0], [-0.8, -0.4, -0.8], [-0.7, 0.1, -0.2], [-0.1, 0.6, -0.3], [-0.7, 0.8, 0.4], [0.3, -1.3, 0.9], [-0.2, 0.7, 0.2], [-0.9, 2.9, -0.2], [1.6, -2.7, -0.1], [-0.1, 1.9, -0.1], [-0.2, -0.4, 0.2], [-0.7, -0.8, -0.2], [-0.2, 0.4, 0.4], [0.0, -0.8, 0.1], [0.7, -0.6, -0.2], [0.0, -0.3, 0.2], [-2.0, 0.0, 0.1], [1.9, -0.5, 0.6], [0.3, -0.1, -1.1], [1.2, -0.1, -0.6], [-0.3, -0.4, 0.0], [-0.3, 0.2, 1.0], [-0.9, 0.8, -0.3], [-0.2, 0.3, 0.3], [0.4, 0.7, -1.4], [-0.2, 0.1, 0.8], [0.0, 0.1, -0.2], [-0.2, -0.3, -0.3], [0.2, -1.1, 1.0], [-0.2, 0.5, -0.2], [0.3, -0.2, -0.1], [0.1, 0.2, 0.0], [0.5, -0.2, -0.6], [-0.5, -0.3, 0.5], [0.8, 0.5, -0.8], [-0.1, 0.3, 0.5], [-0.8, -0.4, 0.3], [-0.1, 0.1, 0.0], [0.1, -0.2, 0.3], [0.3, 0.0, -0.6], [0.1, -2.6, 0.4], [0.4, 0.6, 0.2], [-0.2, 0.0, -0.4], [0.0, 0.1, 0.7], [0.4, 2.3, -0.4], [-0.4, 0.5, 0.5], [-0.5, -0.8, -0.5], [-0.3, 0.2, -0.2], [-0.1, 0.1, 0.1], [0.6, 0.4, 0.6], [0.3, -0.3, -0.7], [0.0, -0.7, -0.3], [-0.1, -0.2, 0.1], [-0.4, -0.1, 0.1], [0.0, 0.4, 0.4]], "mulliken_charge": [-0.565, -0.604, -0.462, -0.314, -0.276, 0.261, 0.323, 0.282, 0.383, 0.290, 0.268, 0.136, 0.337, -0.426, -0.487, -0.136, -0.426, -0.491, 0.241, 0.252, 0.411, 0.109, 0.022, 0.314, 0.258, 0.353, 0.793, -1.013, -0.387, -0.439, -0.503, -0.120, -0.092, 0.368, 0.369, 0.254, 0.298, 0.298, 0.140, -0.703, -0.675, -0.221, -0.243, -0.488, 0.293, 0.315, 0.460, 0.220, 0.073, 0.348, 0.261, 0.332, -0.199, 0.117, -0.309, -0.200, 0.030, 0.001, 0.216, 0.343, -0.235, 0.195, -0.572, -0.036, 0.397, -0.366, 0.382, 0.244, -0.126, -0.423, -0.489, -0.115, 0.334, 0.202, 0.319, 0.310, -0.091, 0.301, -0.178, -0.216, -0.149, -0.020, 0.299, 0.009, -0.205, -0.440, -0.441, -0.046, 0.351, 0.322, 0.369, 0.096, -0.224, 0.314, -0.401, -0.110, 0.169, -0.114, 0.059, 0.339]}